14
Properties=species:S:1:pos:R:3:forces:R:3 method="wB97M-V/def2-TZVPD" homo_energy_ev=-8.86 e_above_lowest_kj_mol=269.3 homo_lumo_gap_ev=9.619 lumo_energy_ev=0.756 charge=0 energy_ha=-361.7783
O -0.1940 1.6223 1.5532 0.1 0.1 0.0
C 0.0095 0.2869 1.6970 -0.1 -0.4 0.1
C -0.9613 -0.5572 2.0350 0.1 0.2 0.0
N -0.0108 -1.2498 -1.0744 -0.2 0.1 -0.4
C -0.1479 -0.9186 -2.2893 0.1 -0.1 0.1
C 1.7284 1.6948 -0.7817 0.3 0.1 -1.4
O 1.9183 1.7321 -1.8985 -0.2 -0.1 1.3
H 0.5966 2.0001 1.1472 -0.2 0.0 0.1
H 1.0268 -0.0591 1.5138 -0.2 0.0 0.0
H -0.7337 -1.6099 2.1584 0.0 0.2 0.0
H -1.9765 -0.2121 2.2017 0.1 0.0 0.0
H -0.8976 -1.1886 -0.5676 0.1 0.0 0.0
H -1.0911 -0.6147 -2.7592 0.1 -0.1 0.1
H 0.7333 -0.9263 -2.9358 -0.1 0.0 0.0